(1)
{
  "formula": "C33H60BFN2O11P",
  "method": "ωB97M-V/def2-TZVPD",
  "e_tot_ha": -2696.55824,
  "total_charge": 1,
  "homo_lumo_gap_ev": 7.6,
  "multiplicity": 1,
  "species": ["C", "C", "O", "B", "O", "C", "C", "P", "O", "O", "O", "O", "C", "C", "C", "C", "C", "N", "C", "C", "C", "O", "C", "C", "C", "C", "C", "C", "C", "N", "C", "C", "F", "H", "H", "H", "H", "H", "H", "H", "H", "H", "H", "H", "H", "H", "H", "H", "H", "H", "H", "H", "H", "H", "H", "H", "H", "H", "H", "H", "H", "H", "H", "H", "H", "H", "H", "H", "H", "C", "C", "O", "C", "H", "H", "H", "H", "H", "H", "C", "C", "O", "C", "H", "H", "H", "H", "H", "H", "C", "C", "O", "C", "H", "H", "H", "H", "H", "H", "C", "C", "O", "C", "H", "H", "H", "H", "H", "H"],
  "coordinates": [[7.260850, -2.194190, 0.661189], [6.045653, -3.064752, 0.426479], [4.812668, -2.316363, 0.503718], [4.390854, -1.751189, 1.634681], [4.906822, -2.057299, 2.883529], [3.122307, -0.770418, 1.509912], [2.567966, -0.575656, 0.114229], [3.583136, 0.053878, -1.300871], [3.477007, -0.842457, -2.449805], [5.091267, 0.283856, -0.782058], [2.963168, 1.516134, -1.545790], [1.308112, 0.054964, 0.165922], [1.190413, 1.255113, 0.930362], [-0.321440, 1.550392, 1.038128], [-1.207410, 0.300679, 0.961139], [-2.616659, 0.670053, 1.424359], [-3.670369, -0.384173, 1.062932], [-4.201276, -1.038110, 2.270613], [-4.765834, -2.379088, 2.027598], [-5.135071, -0.189783, 2.965432], [-6.424781, 0.176063, 2.279669], [-4.888920, 0.206586, 4.080610], [1.772455, 1.112120, 2.337561], [1.748330, 2.320685, 3.250163], [1.386423, 3.597764, 2.830046], [1.397653, 4.656872, 3.725444], [1.772493, 4.459005, 5.041045], [2.116194, 3.186952, 5.475824], [2.097587, 2.127856, 4.580904], [3.178024, 0.482455, 2.338992], [4.336341, 1.419723, 2.154101], [4.213087, 2.641010, 1.250598], [5.157392, 3.534127, 1.748890], [7.178557, -1.247316, 0.130427], [7.455615, -2.041641, 1.722122], [8.132502, -2.716845, 0.261969], [6.067255, -3.482798, -0.578087], [6.015093, -3.902479, 1.123115], [5.223672, -1.309670, 3.397983], [2.329281, -1.337365, 2.018524], [2.376889, -1.588831, -0.249557], [5.510401, 1.066304, -1.160777], [3.513530, 2.044595, -2.140308], [1.659776, 2.054963, 0.355463], [-0.545416, 2.037007, 1.986057], [-0.590167, 2.191382, 0.198049], [-1.231743, -0.094226, -0.049852], [-0.842289, -0.455861, 1.665432], [-2.886772, 1.622686, 0.958665], [-2.625208, 0.818740, 2.505948], [-4.473143, 0.090138, 0.486670], [-3.241608, -1.157695, 0.427912], [-4.154115, -3.129764, 2.528463], [-5.775390, -2.466522, 2.431075], [-4.805217, -2.609410, 0.962228], [-6.262394, 0.824267, 1.418066], [-6.955464, -0.700814, 1.906227], [-7.077490, 0.692728, 2.979250], [1.152726, 0.347087, 2.820443], [1.096310, 3.776731, 1.801587], [1.118153, 5.645128, 3.386195], [1.793616, 5.291287, 5.730628], [2.384878, 3.010749, 6.507976], [2.341230, 1.133900, 4.948429], [3.281237, 0.140290, 3.293451], [4.549098, 1.840187, 3.138388], [5.216831, 0.840767, 1.871925], [4.476799, 2.446532, 0.219484], [3.245350, 3.122390, 1.296199], [2.242663, -1.441197, -5.319065], [1.999021, -2.091065, -6.659851], [2.187776, -1.495664, -7.694390], [1.505152, -3.516882, -6.640735], [2.591503, -0.422329, -5.469440], [1.319345, -1.425327, -4.737495], [2.989800, -1.993102, -4.749795], [0.557247, -3.587108, -6.105974], [2.229696, -4.157844, -6.134483], [1.362673, -3.867155, -7.659882], [1.072169, -7.620695, -5.626481], [0.031898, -7.158103, -6.619562], [-0.592687, -6.137746, -6.454060], [-0.184377, -8.034720, -7.828418], [1.135119, -6.909821, -4.806026], [0.805982, -8.603805, -5.235317], [2.045174, -7.701556, -6.113996], [-0.495912, -9.032946, -7.516873], [0.744303, -8.129856, -8.393432], [-0.950805, -7.598483, -8.463588], [-6.788455, 3.504727, 4.859152], [-7.992029, 3.930639, 4.051461], [-8.690727, 3.121126, 3.488724], [-8.280313, 5.410776, 3.981268], [-6.700203, 2.421393, 4.820837], [-5.881285, 3.952440, 4.449728], [-6.904752, 3.824416, 5.895693], [-7.431141, 5.937315, 3.542315], [-8.444711, 5.808142, 4.984032], [-9.165861, 5.583268, 3.375053], [-1.541925, 3.066002, -3.239676], [-2.661242, 2.248591, -2.643290], [-2.460501, 1.458298, -1.748342], [-4.037231, 2.461078, -3.218176], [-0.603853, 2.819346, -2.746528], [-1.453085, 2.856261, -4.306469], [-1.750475, 4.130442, -3.120088], [-4.036829, 2.230328, -4.284450], [-4.336689, 3.503389, -3.097501], [-4.751258, 1.817993, -2.710193]],
  "forces_ev_per_a": [[0.2, -0.3, 0.0], [0.1, -0.3, -0.2], [-0.1, 0.1, 0.1], [0.2, 0.2, 0.2], [0.2, 0.4, -0.4], [0.1, -0.5, -0.1], [0.0, 0.4, 0.1], [-0.3, -0.7, -0.6], [0.2, 0.2, 0.2], [-0.2, 0.4, 0.3], [0.5, 0.2, 0.4], [0.0, 0.0, 0.1], [-0.1, 0.1, -0.2], [0.1, -0.6, -0.3], [-0.1, 0.2, 0.7], [-0.1, 0.2, -0.5], [-0.1, 0.1, 0.4], [-0.1, -0.2, -0.3], [0.1, 0.1, 0.1], [0.1, 0.1, 0.6], [-0.4, 0.0, 0.0], [0.0, -0.1, -0.5], [-0.4, -0.1, 0.2], [0.1, 0.1, -0.2], [0.1, -0.1, -0.1], [0.0, 0.1, -0.2], [0.1, -0.1, 0.2], [0.0, 0.0, 0.0], [0.0, 0.0, 0.2], [-0.5, 0.1, -0.3], [0.5, 0.2, 0.3], [0.2, 0.2, 0.0], [-0.1, -0.2, -0.1], [-0.1, 0.0, 0.0], [-0.1, 0.2, 0.0], [0.0, 0.0, 0.0], [-0.1, 0.1, 0.0], [-0.1, 0.1, 0.1], [-0.1, -0.2, 0.3], [0.0, 0.0, 0.0], [0.0, 0.0, 0.0], [0.2, -0.1, -0.1], [-0.3, 0.0, -0.2], [0.2, 0.1, 0.2], [0.1, 0.3, -0.1], [-0.1, 0.2, 0.2], [0.1, -0.1, 0.0], [0.1, -0.2, -0.3], [0.0, 0.0, 0.0], [0.0, 0.0, 0.0], [0.0, -0.1, -0.1], [0.1, 0.0, 0.0], [0.0, 0.0, -0.1], [0.0, 0.0, 0.0], [-0.1, 0.0, 0.0], [0.1, 0.0, 0.0], [0.1, -0.1, 0.0], [0.0, 0.1, 0.0], [0.2, -0.1, 0.0], [0.0, 0.0, 0.0], [0.0, 0.0, 0.0], [0.0, 0.0, 0.0], [0.0, 0.0, 0.0], [0.0, 0.0, 0.0], [0.1, 0.0, 0.0], [-0.2, 0.0, 0.0], [-0.2, -0.2, -0.1], [-0.1, -0.1, 0.0], [-0.1, 0.0, 0.0], [0.0, 0.1, -0.2], [0.0, 0.0, 0.1], [0.0, 0.0, 0.0], [0.0, 0.1, -0.2], [0.0, 0.0, 0.0], [0.0, -0.1, 0.1], [-0.1, 0.0, 0.1], [0.0, -0.1, 0.1], [0.0, 0.0, 0.1], [0.0, 0.0, 0.0], [0.0, 0.1, 0.1], [0.0, -0.1, 0.0], [0.0, 0.1, 0.0], [-0.1, 0.1, 0.0], [0.0, 0.0, 0.0], [0.0, 0.0, 0.0], [0.0, -0.1, 0.0], [0.1, 0.0, 0.0], [0.0, -0.1, 0.0], [0.0, 0.0, 0.0], [-0.1, -0.2, -0.1], [0.1, 0.0, 0.0], [0.0, 0.0, -0.1], [-0.1, -0.1, -0.1], [0.1, 0.0, 0.0], [0.0, 0.1, 0.1], [0.1, 0.1, 0.0], [0.0, 0.0, 0.1], [0.1, 0.0, 0.0], [0.0, 0.0, 0.0], [0.1, -0.1, 0.1], [0.0, 0.0, -0.1], [0.1, 0.0, 0.1], [0.0, -0.1, 0.1], [0.0, 0.0, 0.0], [0.0, 0.1, 0.0], [0.0, 0.0, -0.1], [0.0, 0.1, 0.0], [0.0, 0.0, -0.1], [0.0, 0.0, 0.0]]
}

(2)
{
  "formula": "C33H60Br18N3O4",
  "method": "ωB97M-V/def2-TZVPD",
  "e_tot_ha": -48090.31451,
  "de_lowest_kcal_mol": 0.00,
  "total_charge": 1,
  "homo_lumo_gap_ev": 6.9,
  "multiplicity": 1,
  "species": ["C", "C", "N", "C", "C", "N", "C", "C", "C", "O", "C", "C", "O", "C", "C", "Br", "C", "C", "Br", "C", "N", "O", "C", "C", "C", "O", "H", "H", "H", "H", "H", "H", "H", "H", "H", "H", "H", "H", "H", "H", "H", "H", "H", "H", "H", "H", "H", "H", "H", "H", "H", "H", "H", "H", "Br", "C", "C", "Br", "H", "H", "H", "H", "Br", "C", "C", "Br", "H", "H", "H", "H", "Br", "C", "C", "Br", "H", "H", "H", "H", "Br", "C", "C", "Br", "H", "H", "H", "H", "Br", "C", "C", "Br", "H", "H", "H", "H", "Br", "C", "C", "Br", "H", "H", "H", "H", "Br", "C", "C", "Br", "H", "H", "H", "H", "Br", "C", "C", "Br", "H", "H", "H", "H"],
  "coordinates": [[1.657390, 5.668368, 3.132349], [1.468619, 4.638753, 1.915769], [1.169127, 5.117545, 0.712293], [1.561987, 3.042886, 2.018269], [0.409660, 2.449055, 1.079623], [-0.976405, 2.838574, 1.082553], [-1.736073, 3.822964, 1.896724], [-2.253931, 3.271148, 3.314148], [-1.200244, 2.380749, 4.123030], [-0.343861, 3.155298, 5.030753], [0.654558, 2.286032, 5.605390], [2.100412, 2.928652, 5.865373], [0.384645, 1.077259, 5.878387], [-1.564942, 2.037238, 0.025782], [-3.056292, 2.000783, -0.534393], [-4.244479, 0.732109, 0.487226], [-3.085335, 1.699415, -2.123630], [-2.226756, 2.730770, -3.003015], [-4.966756, 1.743340, -2.843191], [-0.564380, 1.076684, -0.644769], [0.641346, 1.429892, 0.098147], [1.764793, 0.762225, -0.242507], [1.812404, -0.401707, 0.669576], [2.387256, -1.706546, -0.119842], [3.847443, -1.301589, -0.661349], [1.508586, -2.078194, -1.219064], [2.438957, 5.346964, 3.904614], [0.618915, 5.864375, 3.597960], [1.984487, 6.669198, 2.662843], [1.100485, 6.148994, 0.750209], [2.575544, 2.748486, 1.541273], [1.546327, 2.641574, 3.085407], [-2.682866, 4.083338, 1.284202], [-1.202262, 4.813012, 2.079572], [-2.616862, 4.173292, 3.933781], [-3.184682, 2.614781, 3.140037], [-0.556165, 1.687931, 3.484089], [-1.822614, 1.685974, 4.809782], [2.800104, 2.197703, 6.421477], [2.016165, 3.940323, 6.416783], [2.635577, 3.161087, 4.867824], [-3.534535, 3.042930, -0.391444], [-2.744975, 0.600456, -2.232596], [-1.464946, 3.335915, -2.377447], [-1.579820, 2.087027, -3.715104], [-2.860279, 3.502475, -3.570706], [-0.730381, 0.335607, -1.487109], [2.487536, -0.107579, 1.548324], [0.770090, -0.692969, 1.064417], [2.393999, -2.562492, 0.646977], [4.520751, -2.191860, -0.910935], [3.697508, -0.594822, -1.553226], [4.331438, -0.652861, 0.168437], [1.794600, -1.643838, -2.051151], [3.637046, 3.717122, -2.020235], [3.946111, 5.280554, -3.143689], [3.253372, 6.500106, -2.587283], [1.338891, 6.453966, -2.953846], [3.618042, 5.019023, -4.149600], [5.028511, 5.419858, -3.143991], [3.614245, 7.404924, -3.079104], [3.368562, 6.607894, -1.508875], [2.496737, -1.901609, 5.160292], [0.970462, -2.473404, 6.229977], [1.409123, -3.312130, 7.404708], [1.864319, -5.124402, 6.848682], [0.288636, -2.993996, 5.557541], [0.501438, -1.548650, 6.571732], [0.592055, -3.431059, 8.118052], [2.280263, -2.909732, 7.921502], [5.715914, -3.181222, -3.527458], [6.934060, -4.133342, -2.336454], [6.276307, -5.357296, -1.737892], [5.041030, -4.854648, -0.293822], [7.272179, -3.415758, -1.588382], [7.778015, -4.420981, -2.965876], [7.016880, -5.993301, -1.274271], [5.704766, -5.936129, -2.461831], [-9.216680, -0.408719, -7.072674], [-8.449986, -0.662222, -5.298593], [-9.022848, 0.321801, -4.308775], [-8.237861, 2.091758, -4.538475], [-7.367838, -0.586146, -5.406378], [-8.711961, -1.684563, -5.019641], [-8.771222, 0.030095, -3.287733], [-10.103037, 0.439868, -4.391930], [-3.431041, 0.003472, -7.359553], [-4.594889, 1.505867, -6.925162], [-4.106442, 2.780987, -7.567256], [-2.578798, 3.517532, -6.604046], [-4.647517, 1.562980, -5.837778], [-5.574926, 1.228823, -7.318267], [-4.874054, 3.554908, -7.515794], [-3.796201, 2.652161, -8.603982], [3.821912, 0.205877, 8.346801], [5.442371, -0.789304, 8.777240], [5.210063, -2.277374, 8.685487], [4.234714, -2.937305, 10.238977], [5.763278, -0.461638, 9.765958], [6.177571, -0.469038, 8.036969], [6.159130, -2.815765, 8.696688], [4.640781, -2.572059, 7.803319], [5.648882, -7.272055, -0.537387], [6.845914, -8.244542, 0.662840], [6.164076, -9.449574, 1.264914], [4.943827, -8.928635, 2.692963], [7.195667, -7.529229, 1.408164], [7.686721, -8.552302, 0.037473], [6.893785, -10.107162, 1.741216], [5.583156, -10.022247, 0.542836], [-10.921597, -4.783989, -5.965831], [-11.218429, -3.727440, -7.577284], [-10.742769, -4.459116, -8.807839], [-8.800528, -4.391266, -8.964282], [-10.720594, -2.770232, -7.425413], [-12.297559, -3.568791, -7.617746], [-11.117129, -3.974573, -9.711124], [-11.026083, -5.511396, -8.821791]],
  "forces_ev_per_a": [[-0.1, -0.1, -0.6], [-0.6, 1.8, -2.0], [0.6, -1.4, 3.4], [-0.1, 0.4, -1.2], [0.0, -0.7, -0.3], [2.4, -3.4, -3.1], [-1.5, 1.0, 0.8], [0.2, -0.4, 0.0], [-1.8, -1.0, 1.0], [2.1, -1.6, -0.4], [-0.7, -3.0, 1.0], [-0.1, 0.4, -0.2], [1.1, 5.1, -1.4], [1.2, -3.2, -2.5], [0.2, 2.1, -0.1], [1.0, 0.8, -0.5], [0.6, -0.4, 0.5], [1.0, -0.2, 0.2], [1.1, -0.1, 0.7], [-1.7, 5.1, 4.6], [-4.4, 1.9, -0.4], [0.1, -0.4, 1.6], [0.5, -2.2, 0.6], [0.8, 1.4, -0.3], [-0.4, 0.5, 0.8], [0.6, 0.6, 0.8], [-1.3, 0.4, -1.0], [1.7, -0.6, -0.4], [-0.4, -1.6, 0.8], [0.2, -0.6, 0.0], [-1.7, 0.3, 0.7], [-0.3, 0.6, -1.6], [1.7, -0.4, 0.9], [-0.2, -1.7, -0.7], [0.8, -1.4, -0.9], [1.5, 0.9, 0.2], [-0.9, 1.1, 0.6], [1.0, 1.0, -1.3], [-1.5, 1.1, -0.8], [0.0, -1.7, -0.8], [-1.1, -0.4, 1.4], [0.7, -1.7, -0.1], [-0.6, 1.9, -0.1], [-1.3, -1.1, -0.7], [-1.2, 1.3, 0.8], [0.9, -1.5, 0.8], [0.8, 1.1, 1.5], [-0.9, -0.6, -1.2], [1.4, 0.8, -0.8], [0.0, 1.2, -1.3], [-1.2, 1.4, 0.3], [0.3, -1.1, 1.1], [-0.5, -1.2, -1.4], [0.0, -0.3, 0.9], [-0.1, -0.1, -0.1], [0.2, 0.0, 0.1], [-0.1, 0.2, -0.2], [0.0, 0.0, 0.1], [0.0, 0.1, 0.2], [-0.1, 0.0, 0.0], [0.0, -0.1, 0.0], [0.0, -0.1, -0.2], [0.0, -0.1, -0.1], [-0.1, 0.3, 0.1], [-0.1, -0.3, 0.0], [0.1, 0.1, 0.0], [0.2, 0.0, 0.1], [0.1, -0.1, 0.0], [0.1, 0.1, -0.1], [-0.2, 0.0, -0.1], [0.0, 0.1, 0.0], [-0.2, 0.2, -0.4], [1.1, 3.4, -1.2], [-0.7, 4.8, -0.4], [-0.1, -0.2, 0.0], [-0.1, -0.1, 0.1], [0.5, 1.1, -0.5], [0.2, 0.4, -0.1], [0.2, 0.1, 0.0], [-0.2, -0.2, -0.1], [0.2, 0.0, 0.2], [-0.1, 0.0, 0.0], [-0.2, 0.1, 0.1], [0.0, 0.1, 0.0], [0.0, 0.0, -0.1], [0.2, 0.0, -0.1], [0.0, 0.0, 0.1], [-0.1, -0.2, -0.2], [-0.1, 0.2, 0.1], [0.0, 0.0, -0.1], [0.0, 0.1, -0.2], [0.1, 0.1, 0.0], [0.0, -0.1, 0.0], [0.0, -0.1, 0.2], [0.0, 0.0, 0.1], [0.1, 0.1, -0.3], [0.1, -0.2, 0.2], [0.0, 0.0, -0.1], [-0.1, -0.1, -0.1], [-0.1, -0.1, 0.1], [-0.1, 0.1, 0.0], [0.1, 0.1, 0.1], [-0.6, -9.1, 2.8], [-0.1, -0.6, -0.5], [0.2, -0.1, 0.4], [0.0, 0.0, -0.1], [-0.2, -0.1, -0.1], [-0.1, -0.1, 0.1], [-0.1, 0.1, 0.0], [0.1, 0.2, 0.0], [0.1, 0.1, 0.0], [-0.3, -0.1, 0.1], [0.1, 0.1, -0.2], [-0.1, -0.1, 0.0], [0.0, -0.2, -0.1], [0.1, -0.1, -0.1], [0.0, 0.0, 0.1], [0.0, 0.2, 0.1]]
}

Across the entries above, max |F| takes the values 1.04; 9.59 eV/Å, respectively.